Entry from OMol25: a 2-piece molecular cluster, C7H15NO4PS overall (ωB97M-V with the def2-TZVPD basis set).

Results
Gap between HOMO and LUMO   6.520 eV
Electronic energy   -1371.01727 Eh
Total charge   -1
Highest occupied orbital energy   -0.141 Eh

Last column: Mulliken charge in e.
Atoms and positions in Å:
1 C -0.27 -1.88 1.13  -1.023
2 C 0.45 -0.83 0.28  -0.073
3 O -0.36 0.27 -0.09  -0.425
4 C -0.76 1.11 0.98  -0.610
5 C -2.08 0.73 1.69  -0.694
6 N -3.04 0.14 0.79  -0.448
7 P -4.27 -0.62 1.42  0.092
8 S -4.33 -2.60 1.61  -0.595
9 H -1.34 -1.85 0.92  0.179
10 H 0.10 -2.88 0.89  0.409
11 H -0.12 -1.72 2.20  0.209
12 H 0.77 -1.27 -0.66  0.124
13 H 1.35 -0.45 0.80  0.341
14 H 0.05 1.14 1.72  0.352
15 H -0.86 2.11 0.54  0.373
16 H -2.44 1.68 2.13  0.412
17 H -1.82 0.08 2.55  0.268
18 H -4.57 -0.06 2.69  0.007
19 H -5.43 -0.24 0.71  0.012
20 C 2.19 1.25 -1.77  0.174
21 C 2.39 0.45 -3.04  -0.292
22 O 3.82 0.28 -3.08  -0.355
23 C 4.30 0.41 -1.82  0.691
24 O 5.42 0.17 -1.50  -0.551
25 O 3.33 0.85 -0.99  -0.331
26 H 1.27 1.01 -1.24  -0.071
27 H 2.26 2.33 -1.94  0.274
28 H 1.92 -0.53 -2.99  0.259
29 H 2.07 0.96 -3.94  0.292


Entry from OMol25: one molecule with the formula C7H15OP at a distorted geometry (ωB97M-V with the def2-TZVPD basis set).

Results
Spin multiplicity   3
⟨S²⟩   2.01
Gap between HOMO and LUMO (alpha / beta)   3.843 / 6.375 eV
Electronic energy   -691.99784 Eh
Highest occupied orbital energy (alpha / beta)   -0.109 / -0.374 Eh

Last column: Mulliken charge in e.
Atoms and positions in Å:
1 C 0.50 1.87 -0.02  -0.873
2 C 1.55 0.91 -0.37  0.087
3 C 0.15 0.46 -0.38  0.340
4 C 2.45 0.37 0.67  -1.291
5 C -0.51 0.30 -1.99  -1.424
6 C -2.51 -0.20 0.79  -1.277
7 C -0.45 -2.34 0.28  -1.014
8 O -0.15 -0.53 2.37  0.220
9 P -0.67 -0.60 0.97  0.365
10 H 0.40 2.24 1.05  0.340
11 H 0.38 2.60 -0.81  0.298
12 H 2.10 0.94 -1.36  0.259
13 H 3.02 -0.60 0.45  0.280
14 H 1.79 0.24 1.51  0.221
15 H 3.43 0.97 0.94  0.322
16 H -1.12 1.16 -2.18  0.383
17 H -1.08 -0.57 -2.07  0.371
18 H 0.35 0.38 -2.71  0.361
19 H -2.85 -0.18 1.86  0.389
20 H -2.68 0.92 0.44  0.296
21 H -3.21 -0.69 0.11  0.376
22 H -0.73 -3.05 1.13  0.388
23 H -0.76 -2.37 -0.76  0.308
24 H 0.62 -2.24 0.09  0.277


Entry from OMol25: a 2-piece molecular cluster, C7H16BBrO2 overall at a distorted geometry (ωB97M-V with the def2-TZVPD basis set).

Results
Structure (SMILES)   CC(C)=C(B(O)O)C(C)C.Br
Gap between HOMO and LUMO   9.619 eV
Electronic energy   -3025.69696 Eh
Highest occupied orbital energy   -0.337 Eh

Last column: Mulliken charge in e.
Atoms and positions in Å:
1 B -0.13 -1.71 1.65  0.623
2 C -0.38 -2.03 -1.14  -1.593
3 C -0.44 0.47 -1.63  -1.128
4 C -0.15 1.12 2.94  -1.471
5 C 1.69 0.70 1.28  -1.520
6 C -0.41 -0.64 -0.56  0.036
7 C 0.18 0.81 1.46  0.382
8 C -0.34 -0.42 0.76  0.499
9 O -1.00 -2.71 1.88  -0.675
10 O 1.08 -1.68 2.26  -0.511
11 Br -3.86 -0.50 -1.04  -0.261
12 H 0.64 -2.28 -1.44  0.319
13 H -1.04 -2.04 -2.00  0.411
14 H -0.72 -2.75 -0.42  0.391
15 H 0.46 0.93 -1.90  0.373
16 H -1.10 0.34 -2.51  0.386
17 H -1.04 1.24 -1.07  0.355
18 H 0.82 1.46 3.28  0.402
19 H -0.81 1.98 3.17  0.305
20 H -0.28 0.21 3.42  0.355
21 H 2.16 0.05 1.98  0.402
22 H 1.94 0.46 0.14  0.238
23 H 2.16 1.65 1.46  0.480
24 H -2.50 -0.52 -0.50  0.217
25 H -0.27 1.74 0.96  0.371
26 H -1.95 -2.65 1.81  0.322
27 H 1.31 -2.52 2.54  0.294


Entry from OMol25: C7H16BeN6O15 as an isolated structure at a distorted geometry (ωB97M-V with the def2-TZVPD basis set).

Results
Spin multiplicity   2
⟨S²⟩   0.76
Gap between HOMO and LUMO (alpha / beta)   6.469 / 3.530 eV
Electronic energy   -1748.23399 Eh
Total charge   -1
Highest occupied orbital energy (alpha / beta)   -0.156 / -0.150 Eh

Last column: Mulliken charge in e.
Atoms and positions in Å:
1 Be 0.23 -0.33 -0.63  1.565
2 O 3.83 -3.33 -0.97  -0.464
3 C 2.62 -3.09 -1.43  0.545
4 O 2.00 -2.03 -1.21  -0.525
5 O 2.04 -4.07 -1.91  -0.789
6 H 3.74 -4.25 -1.25  0.266
7 O -1.51 -0.57 -4.59  -0.474
8 C -1.40 -1.56 -3.69  0.589
9 O -2.23 -2.52 -3.62  -0.426
10 O -0.44 -1.50 -2.96  -0.175
11 H -0.65 -0.16 -4.47  0.353
12 O 4.00 1.91 -1.32  -0.532
13 C 2.95 1.18 -0.99  0.733
14 O 2.77 0.95 0.22  -0.713
15 O 2.13 0.93 -1.82  -0.664
16 H 3.78 1.70 -2.23  0.311
17 O -2.78 -2.82 1.45  -0.539
18 C -2.06 -2.15 0.57  0.741
19 O -2.11 -0.91 0.66  -0.649
20 O -1.27 -2.66 -0.28  -0.632
21 H -3.39 -2.11 1.68  0.314
22 C -2.98 1.47 -1.63  0.665
23 O -1.77 1.16 -1.74  -0.577
24 N -3.89 0.61 -1.91  -0.340
25 N -3.36 2.60 -1.13  -0.457
26 H -4.82 0.99 -1.94  0.159
27 H -3.61 -0.25 -2.36  0.195
28 H -2.63 3.28 -0.98  0.232
29 H -4.23 2.76 -0.65  0.170
30 C 1.33 -1.15 2.70  0.466
31 O 0.67 -1.20 1.66  -0.356
32 N 0.96 -1.03 3.92  -0.415
33 N 2.59 -0.92 2.52  -0.372
34 H -0.04 -1.08 4.05  0.275
35 H 1.53 -0.87 4.73  0.135
36 H 2.86 -0.81 1.55  0.206
37 H 3.23 -0.93 3.30  0.143
38 C 0.09 2.53 1.77  0.552
39 O -0.08 1.73 0.93  -0.420
40 N -0.16 2.31 2.97  -0.416
41 N 0.58 3.67 1.53  -0.454
42 H 0.22 2.96 3.65  0.154
43 H -0.51 1.39 3.15  0.238
44 H 0.89 4.42 2.13  0.142
45 H 0.89 3.77 0.58  0.239


Entry from OMol25: C7H16ClIN2O2PRuS as an isolated structure at a distorted geometry (ωB97M-V with the def2-TZVPD basis set).

Results
Spin multiplicity   6
⟨S²⟩   8.78
Gap between HOMO and LUMO (alpha / beta)   6.399 / 5.435 eV
Electronic energy   -2127.93150 Eh
Total charge   +2
Highest occupied orbital energy (alpha / beta)   -0.503 / -0.599 Eh

Last column: Mulliken charge in e.
Atoms and positions in Å:
1 C -1.02 -2.80 -0.55  -1.081
2 C 0.22 -2.04 -0.33  0.925
3 H -0.76 -3.84 -0.82  0.384
4 H -1.60 -2.37 -1.39  0.241
5 H -1.66 -2.83 0.35  0.305
6 O 1.38 -2.46 -0.27  -0.303
7 I -0.05 2.78 1.10  0.274
8 Ru 0.03 -0.04 -0.03  -0.010
9 P 0.05 0.80 -2.05  1.258
10 C 1.73 1.24 -2.49  -1.456
11 C -0.51 -0.45 -3.20  -1.331
12 H -1.90 2.14 -1.70  0.400
13 H -1.18 2.34 -3.33  0.444
14 H -0.43 3.14 -1.89  0.377
15 C -0.97 2.26 -2.25  -1.300
16 H -1.55 -0.72 -2.98  0.318
17 H -0.43 0.00 -4.20  0.496
18 H 1.71 1.59 -3.53  0.457
19 H 2.39 0.36 -2.40  0.383
20 H 0.13 -1.35 -3.14  0.365
21 H 2.11 2.04 -1.83  0.372
22 C 1.86 0.16 0.27  0.314
23 O 2.97 0.27 0.58  -0.201
24 Cl -2.35 -0.02 -0.01  -0.277
25 N 0.03 1.17 4.77  -0.293
26 C 0.01 0.00 4.13  0.884
27 N 0.04 -1.15 4.81  -0.379
28 S -0.29 -0.23 2.44  -0.287
29 H 0.01 1.22 5.77  0.234
30 H 0.00 1.97 4.17  0.083
31 H 0.00 -1.94 4.18  0.170
32 H 0.01 -1.24 5.81  0.234


Entry from OMol25: C7H16ClLi2MgNNaO9P2 as an isolated structure at a distorted geometry (ωB97M-V with the def2-TZVPD basis set).

Results
Gap between HOMO and LUMO   1.261 eV
Electronic energy   -2528.46386 Eh
Total charge   -1
Highest occupied orbital energy   -0.105 Eh

Last column: Mulliken charge in e.
Atoms and positions in Å:
1 C 2.62 -0.10 -2.46  -0.517
2 C 2.04 1.18 -3.08  -0.358
3 N 0.80 1.48 -2.35  -0.201
4 C -0.36 1.05 -3.18  -0.579
5 P -1.63 0.45 -2.11  0.242
6 O -2.63 -0.41 -3.14  -0.527
7 Cl -3.00 2.07 -1.54  -0.373
8 H 3.58 -0.38 -2.89  0.413
9 H 1.85 -0.86 -2.57  0.437
10 H 2.80 0.16 -1.40  -0.443
11 H 1.83 0.95 -4.13  0.264
12 H 2.75 2.01 -3.06  0.423
13 H 0.77 2.49 -2.31  0.152
14 H -0.77 1.95 -3.68  0.112
15 H -2.24 -1.29 -3.12  0.306
16 Mg 2.84 -0.68 0.47  0.265
17 C 6.62 1.40 0.39  0.372
18 O 6.32 1.58 1.60  -0.644
19 O 7.77 1.64 -0.12  -0.635
20 O 5.74 1.00 -0.53  -0.625
21 Li 5.30 3.31 -0.71  0.851
22 C 1.36 -3.09 5.50  -1.256
23 C 0.71 -2.70 4.19  0.396
24 C -0.79 -2.96 4.22  -1.264
25 O 1.31 -3.42 3.12  -0.495
26 H 1.23 -4.16 5.69  0.324
27 H 2.44 -2.91 5.47  0.312
28 H 0.94 -2.54 6.34  0.365
29 H 0.89 -1.64 3.99  0.275
30 H -0.99 -4.02 4.37  0.322
31 H -1.24 -2.67 3.27  0.323
32 H -1.28 -2.40 5.01  0.365
33 H 1.15 -4.36 3.27  0.322
34 Na -4.52 3.86 -2.93  0.726
35 O -8.40 2.10 -0.57  -0.568
36 P -7.34 1.79 -1.62  0.708
37 O -6.07 1.32 -0.90  -0.432
38 O -7.04 3.06 -2.46  -0.654
39 O -7.84 0.67 -2.51  -0.535
40 Li -7.53 5.05 -3.54  0.828